Record 1
A molecular structure, C21H28IMoN6O2S at a distorted geometry, computed with ωB97M-V/def2-TZVPD.

```
60
Properties=species:S:1:pos:R:3:forces:R:3
I -5.024 6.748 1.190 0.04 -0.06 -0.04
Mo 0.331 0.089 0.706 -0.46 0.26 -0.47
S 2.205 1.438 1.326 0.09 0.09 0.09
O -1.587 1.706 -2.618 0.35 -0.37 0.22
O -0.661 1.092 -0.224 0.45 -0.53 0.84
N 1.336 -1.250 -0.490 0.04 -0.05 -0.21
N 2.389 2.730 3.635 0.01 0.02 0.01
N 0.846 1.031 3.586 -0.01 0.04 -0.05
N 2.335 -1.870 -2.488 0.04 -0.01 -0.01
N 0.195 0.061 2.844 -0.01 0.09 0.08
N -0.862 -1.661 1.225 0.03 -0.05 -0.01
C -0.002 -1.593 -3.358 -0.01 0.00 0.00
C -2.529 3.196 -0.903 0.14 -0.08 0.23
C -3.742 5.260 -1.094 0.00 -0.01 0.03
C 2.388 -1.223 -1.347 -0.03 -0.01 0.07
C -2.529 -3.704 2.087 0.01 0.01 0.00
C -0.307 -1.127 4.927 0.01 -0.01 0.00
C 3.480 -1.954 -3.429 -0.02 0.00 0.01
C -1.868 2.220 -1.653 -0.65 0.66 -0.88
C 3.642 -0.511 -0.959 0.01 0.02 -0.02
C -1.521 -2.420 0.350 0.00 -0.02 -0.01
C -2.374 -3.445 0.740 0.01 0.01 0.00
C -3.466 4.170 1.066 -0.03 0.01 -0.04
C -1.847 -2.912 3.009 -0.03 -0.04 0.01
C 3.266 -1.100 -4.667 0.02 -0.01 0.00
C -3.959 5.231 0.288 -0.03 0.06 0.02
C -3.039 4.247 -1.701 0.02 0.04 0.00
C 1.111 -2.551 -2.954 0.01 0.00 0.02
C -1.039 -1.893 2.551 0.00 0.05 0.02
C 1.773 1.785 2.963 0.01 -0.07 -0.04
C -2.747 3.159 0.480 -0.11 -0.02 0.11
C -0.351 -0.945 3.452 0.00 -0.03 0.00
H -0.346 -0.970 -2.529 0.01 -0.01 0.00
H 0.683 -0.876 5.313 0.00 0.00 0.00
H -0.521 -2.151 5.216 0.00 0.00 0.00
H 4.470 -1.220 -0.942 0.00 0.00 0.00
H -1.374 -2.192 -0.700 0.00 0.00 0.00
H 3.585 -3.006 -3.692 0.01 0.00 0.00
H -4.129 6.072 -1.692 -0.01 0.01 0.01
H 0.719 -2.007 -0.762 -0.02 0.01 0.02
H 3.556 -0.104 0.038 -0.01 0.00 -0.01
H -2.397 2.323 1.064 0.10 0.00 0.00
H 3.090 3.291 3.169 0.00 0.00 0.00
H 4.138 -1.187 -5.313 0.00 0.00 0.00
H -1.046 -0.483 5.415 0.00 0.00 0.00
H 1.407 -3.151 -3.811 0.00 0.00 0.00
H 4.389 -1.663 -2.914 0.00 0.00 0.00
H 3.894 0.279 -1.666 0.00 0.00 0.00
H -2.876 4.259 -2.770 0.01 -0.01 0.00
H -1.971 -3.092 4.067 0.00 0.00 0.00
H -3.671 4.148 2.126 0.02 0.01 0.01
H -0.849 -2.163 -3.740 0.00 0.00 0.01
H 3.140 -0.048 -4.408 0.00 0.00 0.00
H 2.401 -1.427 -5.244 0.00 0.00 0.00
H -3.175 -4.502 2.428 0.00 0.00 0.00
H -2.895 -4.024 -0.009 0.00 0.00 0.00
H 0.788 -3.270 -2.196 -0.01 0.00 0.00
H 2.239 2.908 4.618 0.00 0.00 0.00
H 0.334 -0.926 -4.151 0.00 0.00 0.00
H 0.571 1.183 4.547 -0.01 0.00 0.00
```
Positions in Å, forces in eV/Å.

Calculated values
* spin multiplicity: 1
* net charge: +3
* energy above the lowest of the compared OMol25 structures with the same formula, charge and spin: 0.0 kJ/mol
* lowest unoccupied orbital energy: -0.3583 hartree
* gap between HOMO and LUMO: 0.227 Eh
* HOMO energy: -0.5851 hartree

Atom charges from the natural (NBO) analysis, given in e for atoms 1 to 6:
1. I 0.36
2. Mo 1.28
3. S -0.01
4. O -0.31
5. O -0.65
6. N -0.83

Record 2
A single C21H28N2O4S molecule at a distorted geometry, computed with ωB97M-V/def2-TZVPD.

```
56
Properties=species:S:1:pos:R:3:forces:R:3
S 3.506 2.050 0.249 -0.43 0.59 0.02
O -0.971 -3.072 1.584 0.18 -0.24 0.05
O 3.562 3.449 -0.082 -0.25 0.13 -0.14
O 4.719 1.432 0.704 0.08 -0.47 0.14
O 0.580 0.135 1.506 -0.29 0.22 -0.03
N -1.848 -0.992 1.326 0.12 0.13 0.03
N -2.544 1.145 -0.325 0.06 0.18 -0.10
C 1.587 -0.968 -1.325 0.13 0.06 -0.02
C 0.462 -1.197 1.742 0.88 -0.68 0.30
C 2.246 1.884 1.590 0.41 -0.06 -0.96
C 3.845 -2.401 -0.662 0.06 0.04 -0.03
C -2.610 -0.038 -1.156 -0.12 -0.25 -0.01
C -3.183 -1.380 0.953 -0.20 -0.13 -0.10
C 1.853 0.483 1.792 0.52 -0.68 0.50
C -3.778 1.918 -0.249 -0.30 -0.06 0.10
C 1.663 -1.700 2.168 -0.82 0.20 -0.23
C -0.840 -1.860 1.537 -0.26 0.37 0.06
C 2.857 1.186 -1.233 0.17 0.36 0.85
C 3.920 -1.024 -0.774 0.00 -0.05 -0.12
C 0.233 -3.080 -1.530 -0.04 -0.05 0.11
C 1.510 -2.352 -1.249 0.13 -0.05 -0.08
C -1.821 3.293 0.167 0.06 -0.04 -0.14
C -1.496 2.080 -0.694 0.11 0.15 0.05
C -3.472 -1.148 -0.545 0.23 0.14 0.05
C 2.781 -0.294 -1.094 0.05 -0.47 -0.04
C -3.351 3.356 0.093 0.01 -0.01 0.05
C 2.654 -3.060 -0.901 -0.09 0.07 -0.04
C 2.560 -0.612 2.205 -0.39 0.63 -0.10
H 1.402 2.504 1.300 -0.06 0.09 0.02
H -1.500 3.107 1.193 0.06 0.00 0.02
H 2.750 2.309 2.455 0.08 0.09 -0.01
H 0.706 -0.400 -1.597 -0.12 0.06 -0.03
H 3.594 -0.626 2.482 0.26 0.05 0.04
H 1.862 -2.720 2.423 -0.03 -0.25 0.03
H -3.882 -0.794 1.557 0.01 -0.10 -0.02
H -0.213 -3.422 -0.596 -0.09 -0.04 0.01
H -2.990 0.193 -2.168 0.11 0.03 0.08
H -3.785 3.696 1.031 -0.04 0.05 -0.02
H 0.424 -3.956 -2.146 -0.04 -0.05 -0.09
H 2.605 -4.136 -0.826 0.00 -0.15 0.01
H 3.563 1.488 -2.006 0.05 0.16 0.02
H -0.482 -2.441 -2.042 -0.09 0.03 -0.07
H -1.530 2.344 -1.765 0.01 -0.02 0.01
H -3.300 -2.436 1.202 -0.07 0.15 0.05
H -1.344 4.203 -0.191 0.04 0.04 0.04
H 4.728 -2.964 -0.400 0.10 -0.06 0.02
H 1.892 1.649 -1.427 -0.08 0.05 -0.09
H 4.849 -0.508 -0.594 0.12 0.00 0.01
H -3.271 -2.062 -1.105 -0.07 -0.03 -0.05
H -0.517 1.647 -0.471 0.03 -0.02 -0.07
H -4.426 1.488 0.518 -0.12 0.02 -0.09
H -1.588 -0.411 -1.262 -0.04 0.01 -0.04
H -1.649 -0.009 1.197 0.05 -0.08 0.05
H -4.529 -0.910 -0.663 -0.07 -0.05 -0.05
H -3.667 4.042 -0.692 -0.03 0.01 0.03
H -4.323 1.894 -1.206 0.02 -0.03 0.03
```
Positions in Å, forces in eV/Å.

Calculated values
* spin multiplicity: 1
* energy above the lowest of the compared OMol25 structures with the same formula, charge and spin: 136.4 kJ/mol
* lowest unoccupied orbital energy: 0.0225 hartree
* gap between HOMO and LUMO: 0.331 Eh
* HOMO energy: -0.3088 hartree

Atom charges from the natural (NBO) analysis, given in e for atoms 1 to 6:
1. S 2.16
2. O -0.64
3. O -0.95
4. O -0.95
5. O -0.42
6. N -0.61

- What is the formula in the first record?
  C21H28IMoN6O2S